63
Properties=species:S:1:pos:R:3:lowdin_charge:R:1 method="wB97M-V/def2-TZVPD" spin_multiplicity=2 e_homo_ev="-7.050 / -7.125" e_tot_ev=-79503.6995 lumo_energy_ev="0.03 / 0.05" s2=0.7677 orbital_gap_ev="7.1 / 7.2"
Cr -0.343 -0.871 -0.405 0.35
N -2.136 -1.820 3.056 0.00
C -2.630 -0.657 2.320 -0.28
C -3.339 -0.958 1.007 -0.16
N -2.542 -1.419 -0.183 -0.20
C -2.620 -2.897 -0.333 -0.17
C -1.562 -3.601 0.481 -0.21
N -0.262 -3.083 0.047 -0.02
C -3.189 -0.810 -1.373 -0.20
C -2.445 -1.085 -2.678 -0.20
N -0.990 -1.147 -2.445 -0.02
H -1.127 -1.763 3.151 0.01
H -2.518 -1.844 3.991 0.07
H -3.379 -0.132 2.921 0.12
H -1.831 0.063 2.141 0.02
H -4.140 -1.684 1.184 0.12
H -3.821 -0.024 0.711 0.11
H -3.624 -3.248 -0.070 0.13
H -2.467 -3.138 -1.386 0.11
H -1.698 -3.365 1.534 0.09
H -1.656 -4.684 0.356 0.12
H 0.432 -3.132 0.786 0.08
H 0.115 -3.585 -0.750 0.11
H -4.227 -1.160 -1.456 0.14
H -3.220 0.263 -1.201 0.08
H -2.786 -2.004 -3.154 0.11
H -2.675 -0.274 -3.369 0.12
H -0.600 -2.032 -2.745 0.10
H -0.488 -0.437 -2.964 0.08
O 3.168 -2.310 -1.241 0.08
C 2.519 -1.419 -0.732 -0.56
O 1.326 -1.088 -1.183 -0.21
C 3.067 -0.618 0.416 -0.15
C 4.437 -0.367 0.400 -0.02
C 5.049 0.325 1.428 -0.09
C 4.285 0.753 2.506 -0.09
C 2.926 0.500 2.537 -0.13
C 2.291 -0.178 1.495 -0.54
S 0.570 -0.542 1.695 0.71
H 5.011 -0.740 -0.439 0.12
H 6.113 0.523 1.394 0.10
H 4.749 1.288 3.325 0.10
H 2.329 0.827 3.379 0.10
C -1.674 2.412 0.748 -0.22
Si -0.679 1.562 -0.616 0.56
C -1.448 2.208 -2.240 -0.22
C 1.048 2.315 -0.633 -0.30
C 1.558 3.028 0.451 -0.10
C 2.836 3.572 0.421 -0.09
C 3.630 3.417 -0.703 -0.09
C 3.142 2.715 -1.797 -0.09
C 1.869 2.170 -1.754 -0.11
H -1.661 3.495 0.600 0.04
H -1.264 2.190 1.734 0.02
H -2.720 2.094 0.739 0.02
H -1.331 3.295 -2.250 0.04
H -2.515 1.996 -2.340 0.01
H -0.944 1.835 -3.137 0.02
H 0.959 3.148 1.347 0.10
H 3.214 4.107 1.284 0.10
H 4.629 3.835 -0.726 0.10
H 3.761 2.580 -2.676 0.10
H 1.521 1.598 -2.609 0.10